{"formula": "C5H15N2O", "method": "ωB97M-V with the def2-TZVPD basis set", "elements": ["C", "C", "C", "C", "C", "N", "N", "H", "H", "H", "H", "H", "H", "H", "H", "H", "H", "H", "H", "H", "H", "H", "O"], "coordinates": [[1.4726, -1.8792, -0.3743], [2.1670, -0.9611, 0.6347], [1.1519, -0.1823, 1.4875], [0.2833, 0.7402, 0.7066], [-1.0918, 0.7144, 0.8255], [-2.1212, 1.4082, 0.0489], [0.8524, 1.6945, -0.0656], [0.5896, -2.4031, 0.0070], [2.0740, -2.7571, -0.6056], [1.4074, -1.3419, -1.3385], [3.0461, -1.3411, 1.1557], [2.7602, -0.2784, 0.0259], [1.5232, 0.4206, 2.3291], [0.6735, -0.9470, 2.1104], [-1.5127, -0.0318, 1.4877], [-1.7480, 2.3058, -0.2806], [-2.3312, 0.7324, -0.7459], [-2.9212, 1.6519, 0.6473], [0.5907, 1.7798, -1.0532], [1.8740, 1.7709, -0.1622], [-2.4580, -0.6747, -2.8337], [-3.5950, -0.3564, -1.8921], [-2.6869, -0.0646, -2.1146]], "spin_multiplicity": 2, "e_above_lowest_kcal_mol": 50.9, "homo_lumo_gap_ev": [10.54, 6.56], "e_lumo_ha": [-0.298, -0.445], "total_charge": 2}

***

{"formula": "C16H30MoN2OP2", "method": "ωB97M-V with the def2-TZVPD basis set", "elements": ["Mo", "P", "P", "N", "H", "C", "H", "H", "H", "C", "H", "H", "H", "C", "H", "H", "H", "C", "H", "H", "H", "C", "H", "H", "H", "C", "H", "H", "H", "C", "C", "C", "C", "C", "C", "H", "H", "H", "H", "H", "C", "O", "C", "H", "H", "H", "C", "H", "H", "H", "N", "C"], "coordinates": [[-0.4859, -0.4141, -0.0609], [1.8009, -0.0729, -0.7218], [-1.9719, 0.9170, 1.2053], [-1.2926, -0.4986, -1.6104], [3.9189, 0.2544, 3.6977], [2.5943, -1.7303, -0.7456], [3.6454, -1.6321, -1.0507], [2.0884, -2.3734, -1.4765], [2.5349, -2.2139, 0.2367], [3.0706, 1.0128, -0.0170], [4.0539, 0.6957, -0.3933], [3.0714, 0.9897, 1.0786], [2.8897, 2.0414, -0.3522], [1.8733, 0.3676, -2.4997], [2.9256, 0.4283, -2.8141], [1.3919, 1.3381, -2.6655], [1.3641, -0.3873, -3.1099], [-3.1665, -0.3013, 1.8808], [-3.9161, 0.2085, 2.4979], [-2.6454, -1.0510, 2.4873], [-3.6835, -0.8162, 1.0632], [-1.5217, 1.9435, 2.6329], [-2.4136, 2.1819, 3.2280], [-1.0677, 2.8781, 2.2828], [-0.8007, 1.4147, 3.2677], [-2.9856, 1.9955, 0.1409], [-3.9265, 2.2544, 0.6442], [-3.2167, 1.5023, -0.8092], [-2.4309, 2.9171, -0.0724], [-1.7426, -0.2846, -2.8868], [-2.4033, -1.1664, -5.0383], [-2.0667, -1.3835, -3.7132], [-1.8084, 1.0338, -3.4008], [-2.1496, 1.2356, -4.7342], [-2.4504, 0.1409, -5.5527], [-2.6329, -2.0183, -5.6797], [-2.0052, -2.3764, -3.2643], [-1.5536, 1.8650, -2.7312], [-2.1788, 2.2521, -5.1305], [-2.7224, 0.3038, -6.5953], [2.5711, -0.3669, 3.6044], [3.2045, 0.7072, 3.1796], [2.9846, -1.7063, 3.1527], [3.5004, -2.2315, 3.9925], [3.7083, -1.5929, 2.3235], [2.1161, -2.3269, 2.8277], [1.3582, -0.2565, 4.4452], [0.5856, -0.8953, 4.0056], [0.9410, 0.7418, 4.5594], [1.5293, -0.6519, 5.4489], [-0.1670, -2.8705, 2.0157], [-0.3160, -2.0024, 1.2267]], "spin_multiplicity": 3, "homo_lumo_gap_ev": [6.27, 5.63], "e_lumo_ha": [-0.002, -0.019]}

***

{"formula": "CH4IN2", "method": "ωB97M-V with the def2-TZVPD basis set", "elements": ["C", "N", "N", "I", "H", "H", "H", "H"], "coordinates": [[0.1285, -0.3142, -1.1051], [0.5125, -1.5058, -1.1754], [-0.1116, 0.8225, -0.9757], [0.0017, 1.9998, 2.7839], [1.0271, -1.9077, -0.3986], [-0.1991, -2.0443, -1.6709], [-1.0103, 1.1770, 3.6813], [-0.3487, 1.7728, -1.1395]], "e_above_lowest_kcal_mol": 40.6, "homo_lumo_gap_ev": 8.47, "e_lumo_ha": -0.172, "total_charge": 1}

***

{"formula": "C17H21N3O4S", "method": "ωB97M-V with the def2-TZVPD basis set", "elements": ["C", "C", "C", "O", "C", "O", "C", "C", "C", "O", "N", "C", "C", "N", "C", "S", "N", "C", "O", "C", "C", "C", "C", "C", "C", "H", "H", "H", "H", "H", "H", "H", "H", "H", "H", "H", "H", "H", "H", "H", "H", "H", "H", "H", "H", "H"], "coordinates": [[-2.1958, -3.1522, 1.3337], [-0.9892, -3.0551, 0.4077], [-1.0123, -4.1110, -0.6916], [-0.8629, -1.7294, -0.1468], [-1.8419, -1.2084, -0.8710], [-2.8576, -1.7596, -1.2061], [-1.5146, 0.2269, -1.2509], [-1.2374, 1.0516, 0.0210], [-2.4508, 0.9525, 0.9530], [-2.4978, 0.1673, 1.8734], [-3.4479, 1.7981, 0.6444], [-3.3506, 2.7339, -0.4479], [-1.9763, 3.3950, -0.4354], [-0.9002, 2.4365, -0.2463], [0.3116, 2.9539, 0.0155], [0.5827, 4.5776, 0.1359], [1.3900, 2.1009, 0.2499], [1.8658, 1.1326, -0.6195], [1.3151, 0.8566, -1.6616], [3.1152, 0.4771, -0.1620], [3.9391, -0.0944, -1.1290], [5.1089, -0.7305, -0.7603], [5.4579, -0.8144, 0.5779], [4.6314, -0.2671, 1.5464], [3.4643, 0.3796, 1.1830], [-2.1178, -4.0496, 1.9409], [-2.2336, -2.2799, 1.9828], [-3.1141, -3.1923, 0.7543], [-0.0655, -3.1483, 0.9917], [-0.1508, -3.9930, -1.3453], [-0.9832, -5.1000, -0.2431], [-1.9197, -4.0158, -1.2818], [-2.3480, 0.6200, -1.8289], [-0.6134, 0.2360, -1.8665], [-0.3990, 0.5787, 0.5411], [-4.2914, 1.7490, 1.1954], [-3.5337, 2.2340, -1.4058], [-4.1113, 3.5065, -0.3251], [-1.9278, 4.1247, 0.3841], [-1.8078, 3.9419, -1.3686], [2.0940, 2.5368, 0.8339], [3.6449, -0.0231, -2.1652], [5.7477, -1.1638, -1.5151], [6.3708, -1.3126, 0.8685], [4.8968, -0.3462, 2.5901], [2.8160, 0.7791, 1.9495]], "e_above_lowest_kcal_mol": 15.6, "homo_lumo_gap_ev": 8.61, "e_lumo_ha": 0.002}